Computed, not measured: a structure of composition C28H26N2PSV, with the ωB97M-V functional and the def2-TZVPD basis.

```
59
Properties=species:S:1:pos:R:3:nbo_charge:R:1
V -0.2276 -1.6025 -0.3636 1.18
C 0.0422 3.3751 3.6410 -0.15
C 0.9370 2.3557 3.3426 -0.20
C 0.7287 1.5567 2.2303 -0.18
C -0.3740 1.7832 1.4078 -0.44
C -1.2612 2.8205 1.7009 -0.11
C -1.0553 3.6074 2.8224 -0.21
P -0.5990 0.8273 -0.0877 1.08
C 0.0200 1.8014 -1.4744 -0.31
C -0.3513 1.4728 -2.7812 -0.24
C 0.2115 2.1552 -3.8478 -0.18
C 1.1482 3.1565 -3.6183 -0.17
C 1.5131 3.4862 -2.3209 -0.19
C 0.9524 2.8116 -1.2450 -0.21
C -2.2445 0.2782 -0.4826 -0.37
C -3.5204 0.8393 -0.4793 -0.18
C -4.5251 0.1430 -1.1228 -0.14
C -4.2670 -1.0756 -1.7665 -0.15
C -3.0116 -1.6492 -1.7382 -0.22
C -1.9896 -0.9688 -1.0621 -0.12
H 0.2043 3.9961 4.5118 0.24
H 1.7953 2.1840 3.9781 0.24
H 1.4250 0.7535 2.0120 0.21
H -2.1006 3.0301 1.0506 0.21
H -1.7448 4.4083 3.0516 0.24
H -1.0946 0.7072 -2.9701 0.22
H -0.0900 1.9142 -4.8584 0.24
H 1.5838 3.6888 -4.4531 0.24
H 2.2286 4.2777 -2.1436 0.24
H 1.2331 3.0844 -0.2354 0.23
H -3.7233 1.7955 -0.0178 0.24
H -5.5271 0.5504 -1.1507 0.25
H -5.0758 -1.5802 -2.2787 0.25
H -2.8364 -2.6020 -2.2186 0.23
C 1.7951 -2.5250 -2.3958 -0.42
N 1.6577 -1.7933 -1.1113 -0.44
C 2.4312 -0.5190 -1.1838 -0.42
C 2.1401 -2.6081 0.0526 -0.25
C 1.5225 -2.1457 1.3712 -0.08
C 2.2751 -2.2428 2.5389 -0.19
C 1.7017 -1.9474 3.7658 -0.14
C 0.3733 -1.5294 3.8596 -0.16
C -0.3833 -1.3783 2.7150 -0.21
C 0.1956 -1.6852 1.4860 -0.16
H 2.8503 -2.7314 -2.5838 0.23
H 1.4050 -1.9033 -3.1999 0.23
H 1.2393 -3.4575 -2.3475 0.23
H 3.4724 -0.7638 -1.4015 0.23
H 2.3763 0.0055 -0.2312 0.23
H 2.0247 0.1080 -1.9734 0.24
H 3.2274 -2.5238 0.1029 0.25
H 1.8818 -3.6503 -0.1380 0.25
H 3.3039 -2.5793 2.4868 0.24
H 2.2944 -2.0475 4.6654 0.25
H -0.0573 -1.3109 4.8274 0.25
H -1.4064 -1.0284 2.7698 0.25
S -2.3658 -5.5492 -0.1546 0.35
C -1.5225 -4.2856 -0.3848 0.19
N -0.8364 -3.2901 -0.5681 -0.72
```

Values from the calculation:
**Total charge**: +2
**E_tot**: -2875.013178 Eh
**Kohn-Sham gap**: 6.58 eV
**LUMO**: -0.2954 Ha
**2S+1**: 1


Computed, not measured: the molecule C4H11NO, with the ωB97M-V functional and the def2-TZVPD basis.

```
17
Properties=species:S:1:pos:R:3:nbo_charge:R:1
C 0.1538 1.3504 2.5864 -0.61
C 0.9571 0.6862 1.4604 -0.41
C 0.2033 -0.4223 0.7227 -0.22
N 0.3084 -0.2519 -0.7235 -0.64
C -0.6634 -1.0111 -1.4789 0.11
O -0.8932 -0.3983 -2.7254 -0.72
H 0.4960 1.0419 3.5741 0.21
H -0.9086 1.1038 2.5238 0.20
H 0.1946 2.4394 2.5785 0.21
H 1.8940 0.3176 1.8666 0.21
H 1.2331 1.4525 0.7449 0.20
H 0.6529 -1.3998 0.9362 0.19
H -0.8365 -0.5074 1.0654 0.16
H 0.1170 0.7209 -0.9572 0.35
H -0.2933 -2.0343 -1.5924 0.14
H -1.6441 -1.0474 -0.9853 0.14
H -0.0494 -0.2621 -3.1697 0.47
```

Values from the calculation:
**Total charge**: 0
**E_tot**: -288.973175 Eh
**Kohn-Sham gap**: 10.28 eV
**LUMO**: 0.0417 Ha
**2S+1**: 1
**SMILES string**: CCCNCO


Computed, not measured: a cluster of 10 separate species, C24H75O31P7 in total at a distorted geometry, with the ωB97M-V functional and the def2-TZVPD basis.

```
137
Properties=species:S:1:pos:R:3:mulliken_charge:R:1
C 2.1133 1.6484 3.6463 -0.21
O 3.2254 1.2790 4.4347 -0.39
P 3.7004 -0.2413 4.5849 0.61
O 4.8651 -0.4423 5.4931 -0.77
O 2.3492 -1.0131 5.0442 -0.31
C 1.7871 -0.6140 6.2947 -0.77
O 3.8528 -0.7348 3.0524 0.34
C 4.0082 -2.0814 2.7353 -0.74
H 1.9142 0.8597 2.9207 -0.06
H 2.3064 2.5620 3.0841 0.34
H 1.1875 1.8047 4.2002 0.27
H 2.5212 -0.0264 6.8460 0.42
H 1.5825 -1.4594 6.9515 0.30
H 0.9067 -0.0146 6.0627 0.20
H 3.2292 -2.3591 2.0253 0.18
H 3.9886 -2.6655 3.6554 0.38
H 5.0044 -2.3111 2.3573 0.26
C -2.8868 3.7357 -3.4802 -0.72
O -2.5990 2.5874 -2.7298 -0.33
P -1.6514 1.3226 -3.2156 0.28
O -1.1223 0.4037 -2.1585 0.56
O -0.4465 2.0340 -4.0815 -0.44
C 0.6703 1.1966 -4.5228 -0.40
O -2.6117 0.6945 -4.4059 -0.34
C -3.8533 0.0835 -4.2029 -0.42
H -2.5819 3.6635 -4.5242 0.32
H -2.4044 4.5811 -2.9895 0.19
H -3.9622 3.9128 -3.4946 0.29
H 0.9441 0.4152 -3.8139 0.07
H 1.5805 1.6957 -4.8551 0.30
H 0.3636 0.6396 -5.4081 0.23
H -4.0696 -0.7283 -4.8974 0.31
H -4.6088 0.8602 -4.3213 0.27
H -3.9500 -0.3569 -3.2105 0.01
C -1.1278 6.3145 0.6936 -0.61
O -0.1726 5.5987 1.4015 -0.33
P -0.6462 4.6956 2.7212 1.05
O 0.5067 4.2706 3.5245 -0.61
O -1.4850 3.4686 2.0022 -0.33
C -0.8341 2.5055 1.0970 -0.69
O -1.7492 5.5397 3.4356 -0.28
C -1.4468 6.6867 4.2177 -0.75
H -2.1121 6.3971 1.1546 0.37
H -1.2223 5.7388 -0.2271 0.11
H -0.6951 7.2996 0.5186 0.24
H 0.1828 2.7821 0.8188 0.40
H -1.3295 2.3007 0.1479 0.40
H -0.8186 1.5247 1.5724 0.07
H -1.8111 6.4186 5.2094 0.27
H -1.9022 7.5865 3.8041 0.26
H -0.3657 6.7877 4.3123 0.37
C 6.3015 -3.3023 -4.5412 -0.74
O 5.5459 -2.0960 -4.6048 -0.40
P 4.8303 -1.5230 -3.2552 1.02
O 3.7080 -0.5811 -3.4419 -0.48
O 6.0981 -0.9623 -2.4258 -0.28
C 6.6279 0.2575 -2.8709 -0.71
O 4.4245 -2.8916 -2.4671 -0.30
C 4.4538 -2.9701 -1.0939 -0.68
H 7.2697 -3.1092 -5.0031 0.31
H 5.8280 -4.1118 -5.0967 0.27
H 6.5203 -3.6643 -3.5367 0.28
H 7.5678 0.0096 -3.3642 0.31
H 6.9872 0.9008 -2.0676 0.15
H 6.0858 0.8396 -3.6161 0.35
H 5.0766 -3.8326 -0.8566 0.30
H 3.4478 -3.1643 -0.7218 0.18
H 4.8129 -2.0626 -0.6084 0.37
C -3.2699 -0.7679 0.3795 -0.57
O -3.9724 -1.9823 0.3158 -0.11
P -5.5399 -1.9669 -0.0700 1.05
O -5.9247 -1.0736 -1.1667 -0.77
O -5.8849 -3.5404 -0.3646 -0.29
C -6.9563 -4.0761 -1.0844 -0.70
O -6.3109 -1.6729 1.3322 -0.25
C -7.6129 -1.1875 1.2952 -0.78
H -3.1577 -0.3658 1.3864 -0.01
H -3.5948 -0.0160 -0.3397 0.48
H -2.2752 -0.9831 -0.0108 0.06
H -6.6648 -4.3594 -2.0957 0.24
H -7.8063 -3.3939 -1.0763 0.31
H -7.2446 -5.0014 -0.5857 0.28
H -8.3891 -1.8800 1.6208 0.29
H -7.9705 -0.7867 0.3468 0.33
H -7.6372 -0.3640 2.0089 0.27
C -1.0889 -1.9653 -6.3317 -0.67
O -0.3987 -2.5568 -5.2948 -0.13
P -1.1282 -3.6736 -4.2979 0.59
O -1.7410 -4.8239 -4.9337 -0.74
O 0.1563 -4.1624 -3.3560 -0.50
C 0.7665 -3.2151 -2.5307 0.09
O -2.0966 -2.8237 -3.3344 0.18
C -3.2713 -3.4448 -2.7685 -0.68
H -1.8213 -1.2076 -6.0532 0.12
H -1.6923 -2.6616 -6.9141 0.37
H -0.3432 -1.3847 -6.8748 0.29
H 0.6551 -3.4112 -1.4643 0.30
H 0.4692 -2.1737 -2.6537 -0.21
H 1.8244 -3.1343 -2.7806 0.08
H -3.4183 -4.5064 -2.9677 0.47
H -4.1180 -2.9106 -3.1995 0.25
H -3.3414 -3.2895 -1.6919 0.14
C -0.4938 -1.5658 3.2887 -0.18
O -1.6192 -0.8298 3.8514 0.29
P -2.8823 -1.7073 4.4349 0.61
O -3.5237 -2.6775 3.5106 -0.63
O -2.2894 -2.2598 5.8680 -0.40
C -1.9555 -1.3637 6.9454 -0.42
O -3.9129 -0.4953 4.8868 -0.40
C -4.6684 0.2215 3.9380 -0.06
H -0.4974 -2.5744 3.7020 0.52
H 0.4282 -1.0764 3.6023 -0.20
H -0.4547 -1.4995 2.2014 0.03
H -2.3800 -0.3733 6.7809 0.29
H -0.8848 -1.3104 7.1424 0.06
H -2.4076 -1.7935 7.8392 0.27
H -4.9544 -0.4434 3.1230 -0.19
H -4.1078 1.0828 3.5746 0.20
H -5.6016 0.6155 4.3404 0.31
C 4.2725 2.9825 -1.8953 0.02
O 3.9216 4.1199 -2.6090 -0.56
H 3.9412 2.0960 -2.4361 -0.12
H 5.3588 2.9396 -1.8163 0.21
H 3.7040 2.9511 -0.9658 0.15
H 4.3817 3.9661 -3.4374 0.32
C 5.6854 1.3363 1.5915 -0.36
O 6.8102 1.3119 0.7301 -0.57
H 5.8785 1.3125 2.6640 0.31
H 5.1878 2.2975 1.4630 0.36
H 4.9662 0.5506 1.3599 -0.13
H 6.8588 2.1624 0.2874 0.33
C 1.6491 0.2196 -0.3334 0.17
O 0.7123 -0.8015 -0.1625 -0.14
H 2.2492 0.0594 -1.2291 0.01
H 1.2405 1.2287 -0.3873 0.03
H 2.3302 0.1415 0.5140 -0.02
H -0.0526 -0.6450 -0.7211 -0.02
```

Values from the calculation:
**Total charge**: 0
**E_tot**: -5681.847362 Eh
**Kohn-Sham gap**: 10.55 eV
**LUMO**: 0.0157 Ha
**2S+1**: 1
**SMILES string**: COP(=O)(OC)OC.COP(=O)(OC)OC.COP(=O)(OC)OC.COP(=O)(OC)OC.COP(=O)(OC)OC.COP(=O)(OC)OC.COP(=O)(OC)OC.CO.CO.CO